ORCA calculation (the ωB97M-V functional and the def2-TZVPD basis) on an isolated molecule of C17H19N5O3S in a non-equilibrium geometry.

Geometry as ORCA input:
```
! RIJCOSX wB97M-V def2-TZVPD def2/J DEFGRID3
* xyz 0 1
C -2.519 -0.025 2.849
O -2.430 -0.593 1.563
C -1.218 -1.053 1.158
C -0.079 -1.093 1.942
C 1.117 -1.572 1.425
C 1.198 -2.020 0.118
C 2.528 -2.411 -0.470
C 3.111 -1.229 -1.258
N 3.019 -0.031 -0.456
C 3.775 1.061 -0.610
O 4.752 1.142 -1.317
C 3.303 2.257 0.252
N 1.899 2.227 0.505
N 1.365 2.232 1.702
N 0.090 2.159 1.557
C -0.144 2.101 0.225
C -1.437 1.988 -0.369
C -2.655 2.176 0.226
C -3.726 1.956 -0.658
C -3.311 1.607 -1.905
S -1.602 1.545 -2.034
N 1.000 2.142 -0.453
C 0.051 -1.991 -0.675
C -1.151 -1.525 -0.175
O -2.319 -1.465 -0.872
C -2.335 -1.951 -2.191
H -1.818 0.807 2.964
H -3.542 0.338 2.936
H -2.335 -0.771 3.630
H -0.102 -0.739 2.959
H 1.991 -1.593 2.060
H 3.215 -2.685 0.332
H 2.422 -3.263 -1.142
H 2.543 -1.087 -2.186
H 4.159 -1.394 -1.517
H 2.204 -0.009 0.142
H 3.570 3.170 -0.289
H 3.815 2.247 1.217
H -2.760 2.470 1.253
H -4.760 2.049 -0.378
H -3.911 1.380 -2.764
H 0.119 -2.337 -1.694
H -3.362 -1.831 -2.533
H -2.062 -3.011 -2.232
H -1.668 -1.376 -2.842
*
```

Values from the calculation:
**LUMO energy**: 0.49 eV
**Structure (SMILES)**: COc1ccc(CCNC(=O)Cn2nnc(-c3cccs3)n2)cc1OC
**Energy above the lowest of the compared OMol25 structures with the same formula, charge and spin**: 229.69 kJ/mol
**HOMO level**: -8.16 eV
**Gap between HOMO and LUMO**: 8.65 eV

***

ORCA calculation (the ωB97M-V functional and the def2-TZVPD basis) on a structure of composition C17H19N7O2SV in a non-equilibrium geometry.

Geometry as ORCA input:
```
! RIJCOSX wB97M-V def2-TZVPD def2/J DEFGRID3
* xyz 2 2
V -0.345 -1.514 -0.980
O -0.688 -1.160 -2.494
C -0.812 -0.228 -3.393
C -1.535 -0.372 -4.575
C -1.694 0.714 -5.420
C -1.124 1.946 -5.105
C -0.367 2.095 -3.960
C -0.191 1.023 -3.074
C 0.649 1.095 -1.919
N 0.703 0.156 -1.014
N 1.613 0.223 -0.051
C 1.645 -0.903 0.628
O 0.730 -1.766 0.292
C 2.652 -1.164 1.625
C 3.515 -0.135 2.035
C 4.531 -0.403 2.927
C 4.716 -1.697 3.406
C 3.868 -2.721 3.002
C 2.832 -2.461 2.130
H -1.970 -1.332 -4.813
H -2.271 0.602 -6.326
H -1.254 2.781 -5.774
H 0.094 3.044 -3.732
H 1.315 1.948 -1.809
H 3.371 0.850 1.621
H 5.194 0.388 3.241
H 5.535 -1.908 4.079
H 4.032 -3.724 3.364
H 2.177 -3.258 1.808
C -2.231 2.969 3.304
C -2.720 2.110 2.215
N -3.939 2.056 1.789
N -3.983 1.122 0.836
C -2.785 0.552 0.647
S -2.529 -0.759 -0.400
N -1.947 1.190 1.509
N -0.587 0.937 1.591
H -3.094 3.460 3.749
H -1.541 3.732 2.943
H -1.724 2.380 4.069
H -4.855 0.902 0.368
H -0.337 0.590 2.516
H -0.050 1.787 1.417
N -1.049 -3.525 -0.615
H -0.350 -4.245 -0.813
H -1.861 -3.729 -1.199
H -1.340 -3.645 0.357
*
```

Values from the calculation:
**LUMO energy (spin up / spin down)**: -7.68 / -7.48 eV
**Energy above the lowest of the compared OMol25 structures with the same formula, charge and spin**: 173.59 kJ/mol
**HOMO level (spin up / spin down)**: -14.05 / -14.08 eV
**Gap between HOMO and LUMO (spin up / spin down)**: 6.37 / 6.60 eV

***

ORCA calculation (the ωB97M-V functional and the def2-TZVPD basis) on a cluster of 2 separate species, C17H19NO in total in a non-equilibrium geometry.

Geometry as ORCA input:
```
! RIJCOSX wB97M-V def2-TZVPD def2/J DEFGRID3
* xyz 0 1
C 1.004 -3.639 0.431
C 1.439 -2.243 0.459
C 2.367 -1.712 -0.414
N 2.508 -0.366 -0.019
C 1.864 -0.135 1.135
C 1.709 1.142 1.704
C 0.664 1.184 2.581
C -0.096 -0.007 3.011
C 0.123 -1.217 2.513
C 1.128 -1.338 1.530
H 1.405 -4.257 1.364
H 1.265 -3.914 -0.540
H -0.023 -3.847 0.461
H 2.512 -2.265 -1.356
H 3.157 0.148 -0.388
H 2.413 1.977 1.489
H 0.438 2.134 3.037
H -0.807 0.097 3.827
H -0.321 -2.090 2.998
C -3.178 2.353 0.332
C -2.148 1.149 0.379
C -1.469 1.033 -0.875
C -0.802 2.046 -1.520
C 0.199 1.726 -2.466
C 0.368 0.410 -2.951
O 1.136 -0.003 -4.004
C -0.475 -0.572 -2.430
C -1.314 -0.331 -1.353
H -3.558 2.709 -0.615
H -2.746 3.338 0.742
H -4.036 2.149 1.074
H -1.497 1.210 1.255
H -2.799 0.201 0.600
H -0.943 3.125 -1.248
H 0.976 2.591 -2.868
H 2.159 -0.075 -4.016
H -0.585 -1.596 -2.930
H -2.037 -1.115 -0.924
*
```

Values from the calculation:
**LUMO energy**: 0.50 eV
**Structure (SMILES)**: Cc1c[nH]c2ccccc12.CCc1ccc(O)cc1
**Energy above the lowest of the compared OMol25 structures with the same formula, charge and spin**: 430.40 kJ/mol
**HOMO level**: -7.88 eV
**Gap between HOMO and LUMO**: 8.39 eV

***

ORCA calculation (the ωB97M-V functional and the def2-TZVPD basis) on a cluster of 2 separate species, C17H19NO in total in a non-equilibrium geometry.

Geometry as ORCA input:
```
! RIJCOSX wB97M-V def2-TZVPD def2/J DEFGRID3
* xyz 0 1
C 0.497 -1.856 2.799
C 0.787 -0.435 2.408
C 2.026 -0.092 1.850
N 2.003 1.149 1.179
C 0.792 1.696 1.421
C 0.258 2.962 1.253
C -1.045 3.144 1.458
C -1.950 2.210 1.874
C -1.511 0.968 2.218
C -0.075 0.663 2.003
H -0.074 -2.149 1.766
H -0.307 -1.888 3.541
H 1.370 -2.404 2.949
H 3.031 -0.683 1.733
H 2.715 1.533 0.683
H 0.916 3.838 1.146
H -1.312 4.203 1.055
H -3.055 2.517 1.894
H -2.054 0.222 2.791
C -3.449 -1.201 -0.769
C -2.300 -0.260 -1.036
C -0.893 -0.728 -1.558
C -0.010 0.244 -1.863
C 1.242 -0.011 -2.426
C 1.433 -1.346 -2.738
O 2.399 -1.634 -3.630
C 0.746 -2.407 -2.196
C -0.454 -2.134 -1.650
H -3.068 -2.057 -0.210
H -3.882 -1.590 -1.733
H -4.197 -0.740 -0.028
H -2.544 0.603 -1.601
H -2.116 0.268 -0.046
H -0.276 1.326 -1.721
H 1.895 0.680 -2.647
H 3.066 -0.851 -3.709
H 1.231 -3.399 -2.145
H -1.119 -2.911 -1.212
*
```

Values from the calculation:
**LUMO energy**: 0.56 eV
**Structure (SMILES)**: Cc1c[nH]c2ccccc12.CCc1ccc(O)cc1
**Energy above the lowest of the compared OMol25 structures with the same formula, charge and spin**: 408.20 kJ/mol
**HOMO level**: -7.72 eV
**Gap between HOMO and LUMO**: 8.28 eV

***

ORCA calculation (the ωB97M-V functional and the def2-TZVPD basis) on the ion C17H20ClFN3O2 with charge +1 in a non-equilibrium geometry.

Geometry as ORCA input:
```
! RIJCOSX wB97M-V def2-TZVPD def2/J DEFGRID3
* xyz 1 1
C -4.354 -1.392 -2.877
C -4.066 0.038 -3.030
N -2.731 0.432 -2.294
C -2.543 2.023 -1.778
C -1.723 2.004 -0.668
N -0.830 0.660 -0.278
C -1.255 -0.324 0.430
O -2.542 -0.287 0.288
C -0.442 -1.020 1.196
C 1.023 -0.620 1.332
C 1.691 0.310 0.789
C 1.406 1.755 1.350
F 0.367 1.981 2.083
C 2.238 2.800 0.814
C 3.323 2.687 0.287
C 3.619 1.348 -0.262
C 2.892 0.363 0.188
Cl 3.398 -1.531 -0.671
N 1.524 -1.500 1.929
O 0.604 -2.441 2.427
C -0.529 -2.202 1.738
C -1.844 -2.883 2.125
C -0.284 0.415 -1.752
C -1.471 -0.184 -2.536
H -4.392 -1.685 -1.624
H -3.431 -1.989 -3.356
H -5.151 -1.456 -3.495
H -3.830 0.255 -4.014
H -4.822 0.635 -2.680
H -2.958 0.099 -1.085
H -2.053 2.157 -2.836
H -3.465 2.242 -1.757
H -0.994 2.800 -0.536
H -2.426 2.248 0.325
H 1.814 3.658 1.269
H 3.895 3.682 -0.308
H 4.442 1.250 -1.020
H -1.992 -3.093 3.194
H -2.573 -2.566 1.502
H -1.678 -4.006 1.811
H 0.066 1.275 -1.974
H 0.415 -0.487 -1.459
H -1.447 -0.185 -3.458
H -1.545 -1.425 -2.516
*
```

Values from the calculation:
**LUMO energy**: -3.57 eV
**Structure (SMILES)**: CC[NH+]1CCN(C(=O)c2c(-c3c(F)cccc3Cl)noc2C)CC1
**HOMO level**: -11.76 eV
**Gap between HOMO and LUMO**: 8.19 eV

***

ORCA calculation (the ωB97M-V functional and the def2-TZVPD basis) on a structure of composition C17H20F3O3Pt in a non-equilibrium geometry.

Geometry as ORCA input:
```
! RIJCOSX wB97M-V def2-TZVPD def2/J DEFGRID3
* xyz -1 5
Pt 0.054 0.157 0.003
C -2.096 0.678 -0.729
C -1.029 1.214 -1.578
C -0.406 0.077 -2.245
H -0.851 2.246 -1.822
C -1.060 -1.117 -1.795
C -2.087 -0.747 -0.879
H -2.800 -1.409 -0.407
H -2.815 1.283 -0.217
H 0.338 0.172 -3.034
H -0.828 -2.112 -2.166
C 0.006 -0.151 2.323
C -1.043 -1.029 1.928
C -0.499 -2.038 1.085
H -2.061 -0.970 2.312
C 0.895 -1.814 0.935
C 1.230 -0.604 1.682
H 2.229 -0.203 1.842
H -0.032 0.622 3.089
H -1.035 -2.895 0.672
H 1.631 -2.460 0.454
O 1.729 0.554 -0.669
C 3.603 -0.940 -1.845
C 3.535 0.603 -2.186
C 2.618 -1.842 -2.517
C 4.213 -1.217 -0.500
C 2.428 1.471 -1.442
H 3.404 0.733 -3.275
H 4.529 1.061 -1.986
H 2.943 2.195 -0.762
H 1.847 2.073 -2.179
H 3.116 -2.601 -3.148
H 1.896 -1.281 -3.145
H 1.965 -2.377 -1.794
H 5.282 -1.473 -0.599
H 3.720 -2.031 0.052
H 4.111 -0.327 0.164
F -0.840 4.889 2.195
C 0.080 4.228 1.460
F 0.254 4.894 0.278
F 1.273 4.258 2.125
C -0.371 2.753 1.187
O -1.448 2.286 1.584
O 0.541 2.169 0.510
*
```

Values from the calculation:
**LUMO energy (spin up / spin down)**: 2.85 / 2.82 eV
**Energy above the lowest of the compared OMol25 structures with the same formula, charge and spin**: 74.55 kJ/mol
**HOMO level (spin up / spin down)**: -2.35 / -3.19 eV
**Gap between HOMO and LUMO (spin up / spin down)**: 5.21 / 6.01 eV

***

In the order shown, the computed molecular weight values come out to 373.4; 436.4; 253.3; 253.3; 352.8; 524.4 g mol⁻¹.